{"formula": "C30H36F9IN4O21S2", "method": "wB97M-V/def2-TZVPD", "species": ["C", "C", "C", "C", "O", "N", "O", "C", "O", "O", "C", "C", "C", "C", "C", "N", "C", "N", "N", "C", "C", "C", "C", "S", "O", "O", "O", "C", "I", "S", "O", "O", "C", "F", "F", "C", "F", "F", "F", "H", "H", "H", "H", "H", "H", "H", "H", "H", "H", "H", "H", "H", "H", "H", "H", "H", "H", "H", "H", "H", "H", "H", "H", "C", "C", "O", "C", "O", "O", "F", "H", "H", "H", "C", "C", "O", "C", "O", "O", "F", "H", "H", "H", "C", "C", "O", "C", "O", "O", "F", "H", "H", "H", "C", "C", "O", "C", "O", "O", "F", "H", "H", "H"], "positions_angstrom": [[-4.511182, -0.119441, -1.389894], [-3.869048, 0.526840, -2.176051], [-3.055128, 1.323665, -3.140823], [-4.074425, 1.653597, -4.322793], [-5.415253, 1.626459, -3.776683], [-5.977609, 2.898478, -3.785494], [-6.978912, 2.889220, -3.174349], [-2.616237, 2.773253, -2.656407], [-3.339435, 3.693930, -2.453973], [-1.249109, 2.863780, -2.540525], [-0.706110, 1.509053, -2.449255], [0.799000, 1.545265, -2.750480], [1.609873, 0.296530, -2.220405], [2.519289, 0.577023, -0.987359], [2.129545, -0.379756, 0.159870], [3.245753, -0.636160, 1.126816], [2.698602, -1.509149, 2.125927], [2.468102, -2.749111, 1.949360], [2.417946, -0.932496, 3.412240], [-0.968862, 1.196013, -0.949037], [-0.316086, 2.232411, 0.025508], [-1.241651, 3.432559, 0.428743], [-0.372204, 4.744441, 0.524835], [-0.820462, 6.039152, -0.679508], [-0.211219, 5.661892, -1.938002], [-0.333181, 7.320288, -0.214857], [-2.419285, 6.087543, -0.838441], [-1.634073, 0.799990, -3.492028], [-1.246697, 1.702304, -5.471669], [-1.361900, -0.967959, -3.885259], [-2.226441, -1.287490, -5.007959], [0.016609, -1.206517, -4.257764], [-1.906700, -2.125443, -2.522829], [-1.976388, -1.555414, -1.307787], [-3.089538, -2.647450, -2.852959], [-0.914595, -3.331239, -2.382695], [-0.815100, -4.001304, -3.529210], [0.310745, -2.931734, -2.035281], [-1.342581, -4.175444, -1.435272], [-5.055808, -0.503564, -0.544910], [-3.958500, 2.664337, -4.727965], [-4.077790, 0.875423, -5.099617], [1.013754, 1.597513, -3.819683], [1.284734, 2.430082, -2.319480], [0.876434, -0.500753, -2.040683], [2.243933, -0.058146, -3.045841], [2.559880, 1.635018, -0.693066], [3.546178, 0.294155, -1.277993], [1.826473, -1.331272, -0.304704], [1.259311, -0.027814, 0.746170], [3.365562, 0.245958, 1.628668], [2.756119, -2.999789, 0.999562], [2.395336, -1.703852, 4.076371], [1.445196, -0.611676, 3.376071], [-2.045967, 1.179954, -0.699794], [-0.597570, 0.208251, -0.633142], [0.667659, 2.580808, -0.304330], [-0.143013, 1.664084, 0.957244], [-2.089549, 3.571675, -0.251391], [-1.594800, 3.256173, 1.457402], [0.691830, 4.566463, 0.326763], [-0.443100, 5.209508, 1.522350], [-2.851960, 6.112187, 0.030350], [0.684562, 3.741864, 5.025195], [-0.812268, 3.843325, 5.158643], [-1.271263, 2.917025, 4.188398], [-0.303609, 1.963216, 4.074072], [-0.461064, 0.908206, 3.552796], [0.856781, 2.376569, 4.636210], [-1.260959, 5.079867, 4.833759], [1.072424, 4.395371, 4.241409], [1.208556, 3.953273, 5.954331], [-1.199670, 3.563237, 6.139988], [2.354039, 6.297885, -3.808166], [1.690796, 6.077151, -5.141104], [2.173424, 4.795828, -5.520786], [2.421948, 4.123520, -4.364421], [2.569540, 2.947892, -4.277573], [2.453667, 4.964977, -3.304738], [2.094203, 6.989840, -6.059106], [3.353839, 6.723798, -3.912684], [1.766316, 6.924654, -3.140889], [0.600076, 6.057370, -5.103350], [-1.436117, -6.128986, 1.100747], [-0.759578, -7.415510, 0.709420], [0.433508, -7.380052, 1.471662], [0.156998, -6.655855, 2.594050], [0.833484, -6.643034, 3.567916], [-0.997938, -5.959654, 2.451439], [-0.442517, -7.432854, -0.607829], [-1.097393, -5.285648, 0.502241], [-2.521298, -6.188092, 1.047125], [-1.322995, -8.317626, 0.957342], [2.417834, -7.710979, 6.227722], [3.319527, -8.744690, 5.608739], [4.128990, -9.144302, 6.701585], [3.379142, -8.966258, 7.828600], [3.635575, -9.435366, 8.886445], [2.297153, -8.187688, 7.572758], [4.111220, -8.210591, 4.647895], [2.871524, -6.718727, 6.232232], [1.447715, -7.652620, 5.742368], [2.798638, -9.615151, 5.204510]], "forces_ev_per_a": [[0.2, 0.8, 0.2], [0.9, 0.1, 0.3], [-0.9, 0.6, -0.3], [-1.0, -0.5, 0.0], [0.7, -0.2, -0.2], [-0.7, 0.1, 0.6], [0.4, 0.2, -0.5], [0.7, -0.3, 0.6], [-0.1, -0.2, -0.1], [-1.1, -0.3, -0.4], [0.2, 0.6, 0.9], [0.7, -0.9, 0.0], [-0.5, 1.0, -0.3], [0.1, -1.1, -0.1], [0.2, 0.2, -0.2], [-1.6, 0.3, 0.8], [0.3, -0.9, 0.4], [0.2, 0.5, -0.5], [-0.1, -0.1, -0.5], [0.3, -0.4, 0.8], [-0.9, -0.4, 0.3], [1.5, 0.4, 0.2], [-1.3, 0.1, 0.2], [2.5, 1.1, -1.0], [-1.5, -0.4, 0.5], [-1.0, -0.8, 0.7], [0.9, -0.6, 0.2], [0.0, 0.1, -0.1], [0.6, -0.3, 0.1], [0.3, -0.4, -4.1], [-0.6, 0.3, 1.7], [-0.5, 0.4, 1.9], [0.2, -1.1, 0.8], [0.1, 0.1, -0.3], [0.1, 0.4, 0.1], [0.8, -0.3, -0.5], [-0.3, 0.2, 0.2], [-0.3, 0.2, 0.2], [-0.3, 0.3, -0.2], [0.1, -0.2, -0.6], [0.4, -0.4, 0.0], [0.4, 0.3, 0.3], [-0.5, 0.1, 0.3], [-0.7, -0.1, -0.1], [0.6, 0.0, 0.2], [-0.3, 0.1, 0.3], [-0.2, -0.3, 0.0], [-0.3, 0.2, 0.2], [0.3, 0.2, 0.3], [0.1, 0.1, -0.5], [0.4, -0.1, -0.2], [0.1, -0.1, 0.2], [0.1, 0.0, -0.1], [0.3, 0.4, 0.1], [0.4, 0.0, -0.4], [-0.1, 0.3, -0.5], [-0.4, -0.1, -0.2], [0.1, 0.2, -0.4], [0.2, 0.0, 0.2], [-0.3, 0.0, -0.5], [-0.3, 0.2, -0.2], [-0.1, 0.0, -0.4], [0.1, 0.2, -0.1], [0.4, 0.1, 0.2], [-0.1, 0.3, -0.2], [0.2, -0.2, 0.3], [0.2, -0.3, -0.2], [0.0, 0.1, -0.1], [-0.4, 0.1, -0.1], [-0.1, -0.1, 0.0], [-0.2, 0.1, 0.0], [0.0, -0.2, 0.0], [-0.1, 0.1, 0.0], [-0.1, 0.4, 0.5], [0.2, 0.2, -0.3], [-0.3, 0.0, 0.4], [0.1, -0.2, 0.2], [0.5, 0.3, -0.4], [0.0, -0.1, -0.3], [0.0, -0.1, -0.1], [0.0, 0.0, -0.2], [-0.1, -0.3, 0.1], [0.0, 0.1, -0.1], [-0.5, 0.3, 0.1], [0.3, 0.1, -0.4], [-0.4, -0.1, 0.3], [0.3, 0.2, 0.3], [0.0, -0.1, -0.1], [0.2, -0.3, -0.1], [0.0, -0.1, 0.0], [0.2, -0.1, -0.1], [0.0, 0.0, 0.2], [0.0, 0.0, -0.1], [-0.5, 0.2, -0.1], [0.4, 0.3, -0.1], [-0.5, -0.1, 0.0], [0.1, 0.0, 0.4], [0.0, 0.1, -0.1], [0.3, -0.2, -0.2], [0.0, -0.1, 0.0], [0.1, -0.1, -0.1], [0.0, 0.0, 0.2], [0.1, 0.0, -0.1]], "lowdin_charge": [0.174, -0.065, -0.324, -0.189, -0.114, -0.027, 0.070, -0.437, 0.170, -0.001, -0.409, -0.136, -0.151, -0.153, -0.213, 0.029, -0.552, 0.125, 0.089, -0.079, -0.137, -0.153, -0.190, 0.621, -0.290, -0.301, -0.143, -0.566, 1.263, 0.696, -0.317, -0.273, -0.452, 0.115, 0.141, -0.563, 0.190, 0.169, 0.166, 0.064, 0.095, 0.111, 0.043, 0.109, 0.065, 0.122, 0.103, 0.117, 0.103, 0.102, 0.106, 0.048, 0.078, 0.058, 0.120, 0.104, 0.091, 0.094, 0.090, 0.102, 0.105, 0.096, 0.108, -0.048, -0.311, 0.123, -0.547, 0.165, 0.079, 0.078, 0.145, 0.144, 0.177, -0.057, -0.304, 0.138, -0.533, 0.149, 0.069, 0.076, 0.146, 0.131, 0.176, -0.055, -0.314, 0.140, -0.534, 0.174, 0.080, 0.079, 0.123, 0.144, 0.174, -0.059, -0.317, 0.131, -0.550, 0.177, 0.071, 0.077, 0.149, 0.118, 0.174], "homo_ev": -9.5238, "energy_ev": -134873.0526, "orbital_gap_ev": 8.427}



{"formula": "C30H36GeN5O10SW", "method": "wB97M-V/def2-TZVPD", "species": ["W", "N", "C", "C", "O", "O", "H", "H", "H", "H", "O", "C", "O", "C", "C", "C", "N", "C", "C", "C", "O", "O", "H", "H", "H", "C", "C", "N", "C", "C", "C", "O", "C", "C", "C", "C", "N", "C", "H", "H", "H", "H", "H", "H", "H", "H", "H", "H", "H", "H", "H", "H", "C", "Ge", "C", "C", "C", "H", "H", "H", "H", "H", "H", "H", "H", "H", "H", "H", "O", "C", "N", "S", "O", "O", "C", "C", "C", "C", "C", "C", "H", "H", "H", "H"], "positions_angstrom": [[-0.146865, -0.100394, 0.220486], [0.022665, 1.019674, 2.485063], [1.204529, 0.556694, 3.200467], [1.571207, -0.812576, 2.681997], [2.473392, -1.470576, 3.147238], [0.803832, -1.195340, 1.697111], [0.001674, 2.032509, 2.411260], [-0.810478, 0.755024, 2.997593], [1.067710, 0.495205, 4.277985], [2.043676, 1.221842, 3.008011], [-4.892419, -0.941291, -5.061248], [-3.855960, -1.619099, -4.930721], [-3.418544, -2.614367, -5.536488], [-3.001030, -1.218776, -3.700927], [-3.450107, -0.268533, -2.802231], [-2.713806, 0.017817, -1.668343], [-1.552935, -0.581605, -1.417485], [-1.083381, -1.453896, -2.315334], [-1.775036, -1.820075, -3.438730], [0.261374, -1.991052, -1.960813], [0.908382, -2.778105, -2.579012], [0.656493, -1.492585, -0.789121], [-4.389677, 0.226272, -3.008481], [-3.050728, 0.723303, -0.922764], [-1.367391, -2.562483, -4.113157], [3.560062, -3.581606, -0.467678], [4.249580, -2.508216, -1.301387], [5.353794, -1.834821, -0.603480], [6.561039, -2.640084, -0.400604], [6.818166, -2.947481, 1.069274], [5.450298, -0.522697, -0.275760], [6.532150, -0.009919, -0.015867], [4.231137, 0.375374, -0.172462], [4.452635, 1.736560, -0.248715], [3.408644, 2.609299, -0.007536], [2.168638, 2.102715, 0.309130], [1.937626, 0.800483, 0.381210], [2.953398, -0.040388, 0.159257], [2.725319, -3.994117, -1.033298], [3.179878, -3.195191, 0.481691], [4.254074, -4.394388, -0.236747], [3.538680, -1.779599, -1.672507], [4.676518, -2.975806, -2.189904], [7.411859, -2.105768, -0.821060], [6.422374, -3.562915, -0.962935], [7.019507, -2.025093, 1.614446], [7.685695, -3.604449, 1.172128], [5.951031, -3.435043, 1.520227], [5.453649, 2.084780, -0.474192], [3.548671, 3.679858, -0.058455], [1.335634, 2.753321, 0.543912], [2.715342, -1.073877, 0.295533], [-3.311208, -3.483966, 2.406634], [-1.611258, -2.487121, 2.270224], [-0.441308, -3.844490, 1.474171], [-1.143469, -2.117245, 4.147413], [-1.940068, -0.812827, 1.256837], [-3.191555, -4.321253, 3.100875], [-3.593331, -3.887612, 1.429592], [-4.131366, -2.853226, 2.764713], [-1.034758, -4.718924, 1.199409], [0.317945, -4.138757, 2.202615], [0.075178, -3.475945, 0.594952], [-1.496766, -2.946778, 4.763425], [-1.651362, -1.208584, 4.488009], [-0.069097, -2.011817, 4.312700], [-2.367845, -0.080721, 1.946275], [-2.738277, -1.085307, 0.574121], [0.287534, 1.071604, -1.565780], [-0.421076, 2.079399, -1.135254], [-1.002467, 1.803197, 0.101385], [-1.592905, 3.189678, 0.750933], [-2.927817, 3.012020, 1.254396], [-0.630750, 3.728152, 1.706997], [-1.460562, 4.085362, -0.737906], [-1.872883, 5.378547, -0.992808], [-1.515317, 5.950878, -2.204930], [-0.721209, 5.227032, -3.128614], [-0.296989, 3.948174, -2.879307], [-0.675515, 3.337276, -1.657583], [-2.456281, 5.925078, -0.260942], [-1.839848, 6.954777, -2.442907], [-0.443705, 5.703339, -4.061399], [0.308604, 3.400083, -3.591568]], "forces_ev_per_a": [[-0.4, 1.9, 2.7], [-0.1, -0.1, -0.3], [0.0, 0.1, 0.0], [-0.1, -0.1, 0.0], [0.0, 0.0, 0.0], [-0.1, -0.6, -0.5], [0.0, 0.2, 0.0], [-0.1, -0.1, -0.1], [0.0, 0.0, 0.1], [0.0, 0.1, 0.0], [0.3, -0.1, -0.2], [-0.3, -0.4, 0.3], [-0.1, 0.3, -0.1], [0.1, 0.0, -0.1], [-0.1, 0.1, 0.1], [-0.3, 0.1, 0.1], [0.0, 0.0, 0.2], [0.3, -0.3, -0.1], [0.1, -0.1, -0.2], [-0.5, 0.3, 0.5], [0.3, -0.4, -0.6], [0.9, -0.9, -1.1], [0.0, 0.0, 0.0], [-0.1, 0.1, 0.0], [-0.1, 0.0, 0.0], [0.1, 0.0, 0.1], [0.0, 0.0, 0.2], [-0.2, 0.0, 0.1], [0.0, 0.0, 0.0], [0.0, 0.0, 0.0], [-0.1, 0.0, -0.2], [0.1, 0.0, 0.2], [0.0, -0.4, 0.1], [0.2, 0.3, -0.2], [0.2, 0.2, 0.0], [-0.2, 0.6, 0.2], [0.3, -0.6, -0.2], [0.3, -0.1, 0.0], [0.0, 0.0, 0.0], [0.0, 0.1, -0.1], [0.0, 0.0, 0.0], [-0.1, 0.2, 0.1], [0.0, 0.0, -0.1], [0.0, 0.0, 0.0], [0.0, 0.0, 0.0], [0.0, 0.0, 0.0], [-0.1, 0.0, 0.0], [0.1, 0.0, 0.0], [-0.1, 0.0, 0.0], [0.0, 0.0, 0.0], [0.0, 0.1, -0.1], [0.0, -0.4, 0.0], [-0.2, 0.2, 0.0], [-0.4, -0.3, 0.1], [0.1, 0.1, 0.0], [0.1, 0.1, 0.0], [0.6, -0.7, 0.2], [0.0, 0.1, -0.1], [0.0, 0.0, 0.1], [0.0, -0.1, 0.0], [0.0, 0.0, 0.0], [0.0, 0.0, -0.1], [0.1, 0.0, -0.1], [0.0, 0.0, 0.0], [0.0, -0.1, 0.0], [-0.1, 0.0, 0.0], [0.0, 0.1, 0.0], [-0.1, 0.1, -0.1], [-0.2, -0.3, 0.4], [0.2, -0.1, -0.4], [-0.1, 0.7, -0.7], [-0.1, -0.2, -0.1], [0.0, 0.0, 0.0], [0.0, -0.1, 0.1], [0.0, 0.1, 0.0], [0.0, -0.1, 0.0], [0.0, 0.0, 0.0], [-0.1, 0.1, 0.0], [0.0, 0.0, 0.0], [0.0, 0.2, -0.1], [0.0, 0.0, 0.0], [0.0, 0.0, 0.0], [0.0, 0.0, 0.0], [-0.1, 0.0, 0.0]], "lowdin_charge": [1.832, 0.006, -0.128, -0.645, 0.087, -0.280, 0.047, 0.086, 0.131, 0.126, -0.043, -0.688, -0.036, -0.072, 0.039, -0.088, -0.050, -0.161, 0.086, -0.495, 0.139, -0.219, 0.122, 0.117, 0.136, -0.061, -0.193, -0.046, -0.206, -0.069, -0.393, 0.048, -0.059, 0.022, -0.002, -0.099, -0.029, -0.040, 0.071, 0.075, 0.071, 0.107, 0.122, 0.116, 0.113, 0.071, 0.073, 0.073, 0.127, 0.117, 0.107, 0.093, -0.241, 0.763, -0.197, -0.206, -0.372, 0.013, 0.016, 0.013, 0.019, 0.027, -0.008, 0.017, 0.018, 0.008, 0.004, -0.004, -0.123, -0.525, -0.255, 0.656, -0.299, -0.333, -0.236, -0.062, -0.096, -0.093, -0.015, -0.163, 0.117, 0.091, 0.098, 0.115], "homo_ev": [-3.8749, -5.8170], "e_above_lowest_kj_mol": 27.4, "spin_multiplicity": 3, "s2": 2.027, "energy_ev": -128801.3787, "total_charge": -1, "orbital_gap_ev": [5.315, 7.129]}



| no. | strongest force on any atom (eV Å⁻¹) |
| --- | --- |
| 1 | 4.2 |
| 2 | 3.3 |